Density functional theory data (ωB97M-V/def2-TZVPD) for C53H73HfN8O11 as an isolated structure in a non-equilibrium geometry.

Values from the calculation:
**2S+1**: 2
**Relative energy (zero: lowest compared OMol25 entry of this formula, charge and spin)**: 169.9 kJ/mol
**LUMO (spin up / spin down)**: -1.3 / -1.3 eV
**Highest occupied orbital energy (spin up / spin down)**: -0.2455 / -0.2470 Ha
**Frontier orbital gap (spin up / spin down)**: 5.38 / 5.43 eV

Each line ends with the Löwdin spin population.
Positions of all 146 atoms, in Å:
Hf 0.14599 0.69216 -2.61386  0.8592
C 5.03163 1.05733 -3.93077  0.0001
C 4.86267 -0.52257 -3.74499  -0.0001
C 6.17987 -0.96661 -3.11254  0.0000
C 6.18499 -2.44908 -2.75325  0.0000
C 5.11375 -2.65463 -1.78086  0.0000
C 3.67583 -2.31338 -2.25508  -0.0001
N 3.71368 -0.92734 -2.76691  -0.0005
O 2.41914 -0.27172 -3.00226  0.0032
C 2.85331 -2.32613 -0.97326  0.0001
C 3.05002 -3.50925 -3.15809  0.0000
C 4.81948 -1.14538 -5.17212  0.0000
H 6.00619 1.41937 -4.25826  0.0000
H 4.87935 1.64385 -3.02472  0.0000
H 4.24598 1.38747 -4.61037  0.0000
H 6.36907 -0.42482 -2.18584  0.0000
H 6.95910 -0.58681 -3.77333  0.0000
H 7.11177 -2.78044 -2.28487  0.0000
H 6.05863 -3.06313 -3.64491  0.0000
H 5.39649 -2.21761 -0.82318  0.0000
H 5.14826 -3.72910 -1.60078  0.0000
H 3.20403 -1.50543 -0.34751  0.0000
H 2.88490 -3.27196 -0.43243  0.0000
H 1.78066 -2.19880 -1.11919  0.0001
H 2.10623 -3.82739 -2.71520  0.0000
H 3.66649 -4.40072 -3.04265  0.0000
H 2.93793 -3.35079 -4.23067  0.0000
H 4.72711 -2.23025 -5.12090  0.0000
H 5.76613 -1.04006 -5.70208  0.0000
H 3.98182 -0.79335 -5.77420  0.0000
C -4.47065 1.91633 -1.26833  -0.0001
C -3.77407 2.71059 -2.42385  0.0000
C -4.70227 3.79569 -2.98002  0.0001
C -4.87977 5.02771 -2.08098  0.0000
C -3.58342 5.59314 -1.73030  0.0000
C -2.54476 4.53344 -1.11413  -0.0002
N -2.49860 3.32079 -1.98760  -0.0021
O -1.46423 2.31708 -1.76591  -0.0006
C -2.94655 4.25994 0.37707  -0.0001
C -1.21159 5.28313 -1.12792  0.0000
C -3.55506 1.72944 -3.60972  0.0065
H -5.08253 1.09249 -1.63573  0.0000
H -5.11288 2.60474 -0.71902  0.0000
H -3.70117 1.50769 -0.61334  0.0000
H -5.71551 3.40551 -3.07590  0.0000
H -4.41506 4.00515 -4.01043  0.0000
H -5.34876 4.75262 -1.13628  0.0000
H -5.53285 5.78204 -2.51981  0.0000
H -3.72765 6.34153 -0.95105  0.0000
H -3.19501 6.13681 -2.59150  0.0000
H -2.44729 3.48589 0.95989  0.0000
H -3.95887 3.86029 0.31709  0.0000
H -3.08714 5.20514 0.90141  0.0000
H -0.60748 5.39840 -2.02784  0.0000
H -0.51384 4.76680 -0.46863  0.0000
H -1.30062 6.27303 -0.68040  0.0000
H -4.45528 1.18844 -3.90128  0.0002
H -2.93525 0.86273 -3.38004  0.0049
H -3.18316 2.27747 -4.47543  0.0012
C -0.00336 -2.29149 1.10356  -0.0001
C -0.91439 -1.27937 0.40204  0.0033
C -1.57481 -0.38890 1.43285  0.0002
O -0.42443 -0.60604 -0.67382  0.0307
H 0.47105 -2.98631 0.41056  0.0000
H -0.43018 -2.97369 1.83877  0.0000
H 0.82168 -1.77539 1.59454  0.0000
H -1.75254 -1.92480 0.13933  0.0022
H -2.44916 -0.08334 0.85819  0.0000
H -0.95676 0.48377 1.64391  -0.0001
H -1.81438 -0.92226 2.35276  -0.0001
N -0.88364 -1.50996 -5.61158  0.0202
C -1.90932 -1.20391 -4.83679  0.0123
C -1.55155 -1.44614 -3.54267  0.0119
C -0.20537 -1.90510 -3.51233  0.0120
C 0.24401 -1.82211 -4.79958  0.0148
H -0.93353 -1.46935 -6.61953  0.0001
H -2.86769 -0.86935 -5.20556  0.0003
H -2.30489 -1.53329 -2.77373  0.0002
H 0.28451 -2.31991 -2.64379  0.0009
H 1.18223 -2.16294 -5.21187  0.0008
N -0.90125 3.66365 3.46180  0.0000
C -1.55103 4.86039 3.47575  0.0000
C -1.79294 5.20397 4.78297  0.0000
C -1.40818 4.12284 5.57966  0.0000
C -0.92968 3.15934 4.70515  0.0000
H -0.49283 3.18991 2.66879  0.0000
H -1.70956 5.51933 2.63488  0.0000
H -2.17807 6.15422 5.12223  0.0000
H -1.48354 4.07935 6.65615  0.0000
H -0.71194 2.10224 4.74398  0.0000
C 5.83107 1.80117 2.20442  0.0003
C 5.56369 1.18772 0.96571  0.0000
C 4.29584 1.25834 0.43102  0.0003
C 3.26026 1.88561 1.11875  0.0001
C 3.48687 2.42340 2.36395  0.0003
C 4.77735 2.40840 2.85969  0.0000
N 1.81610 1.82324 0.63741  0.0034
O 1.55775 1.43726 -0.54879  0.0018
O 0.94938 2.34073 1.37817  0.0122
H 6.85886 1.79775 2.53615  0.0000
H 6.38885 0.87137 0.34487  0.0000
H 4.03598 0.82991 -0.52571  0.0000
H 2.66898 2.74623 2.99103  0.0000
H 5.02209 2.82860 3.82403  0.0000
C 3.42293 -3.23165 2.69344  0.0000
C 4.59169 -3.77048 2.26161  0.0000
C 5.79238 -3.15424 2.57190  0.0000
C 5.84195 -1.98737 3.29648  0.0000
C 4.63904 -1.41713 3.78390  0.0000
C 3.41350 -2.10350 3.48499  0.0000
N 7.12291 -1.29311 3.54629  0.0000
O 7.09554 -0.39379 4.38488  0.0000
O 8.06655 -1.54026 2.81993  0.0000
H 2.55797 -3.86323 2.55430  0.0000
H 4.56564 -4.71464 1.73789  0.0000
H 6.64894 -3.71972 2.23585  0.0000
H 4.59985 -0.51752 4.38020  0.0000
H 2.48358 -1.66486 3.81550  0.0000
C -1.68180 -0.80043 6.18055  0.0000
C -2.94993 -0.56821 5.64996  0.0000
C -3.48987 -1.42045 4.65651  0.0000
C -2.87936 -2.68961 4.40394  0.0000
C -1.63778 -2.86422 4.95488  0.0000
C -1.06094 -1.97453 5.84792  0.0000
N -3.59025 -3.71619 3.60818  0.0000
O -3.03292 -4.82399 3.49958  0.0000
O -4.79288 -3.52924 3.47437  0.0000
H -1.33169 -0.02548 6.84635  0.0000
H -3.48725 0.31540 5.96126  0.0000
H -4.42901 -1.10695 4.22509  0.0000
H -1.14719 -3.82139 4.85724  0.0000
H -0.11928 -2.18953 6.33108  0.0000
C -7.62730 -3.20649 1.16383  0.0000
C -6.71546 -2.14445 1.30231  0.0000
C -5.88866 -1.73278 0.16864  0.0000
C -6.05382 -2.41936 -1.04449  0.0000
C -6.95127 -3.49336 -1.10559  0.0000
C -7.72263 -3.80273 -0.06605  0.0000
N -5.26473 -1.96611 -2.24880  0.0000
O -4.41330 -1.07046 -2.24850  0.0002
O -5.52621 -2.56876 -3.29242  0.0000
H -8.32441 -3.54022 1.91819  0.0000
H -6.78037 -1.55465 2.20470  0.0000
H -5.24211 -0.87558 0.28513  0.0000
H -7.09889 -4.18559 -1.92133  0.0000
H -8.31342 -4.68531 -0.26202  0.0000